## a
C5H13NO3 | ωB97M-V/def2-TZVPD

- molar mass (g/mol) = 135.16
- SMILES = C[C@@H](O)[C@H](C)C(N)(O)O
- gap between HOMO and LUMO (Ha) = 0.39691
- HOMO level (eV) = -10.0

```
22
Properties=species:S:1:pos:R:3:nbo_charge:R:1
C -2.16 0.21 0.07 -0.6462
C -1.09 -0.87 0.12 0.1131
O -1.52 -1.97 -0.68 -0.7246
C 0.41 -0.52 -0.33 -0.2774
C 1.36 -1.45 0.44 -0.6093
C 0.76 0.96 -0.18 0.6261
N 0.63 1.54 1.10 -0.8616
O 0.04 1.74 -1.08 -0.7158
O 2.17 1.09 -0.56 -0.7540
H -2.25 0.64 -0.93 0.2099
H -1.98 1.00 0.80 0.2250
H -3.14 -0.23 0.30 0.2182
H -1.06 -1.25 1.15 0.1743
H -1.72 -1.62 -1.57 0.4597
H 0.49 -0.78 -1.39 0.2154
H 1.37 -1.23 1.51 0.1930
H 2.39 -1.35 0.07 0.2249
H 1.06 -2.50 0.32 0.2278
H 1.24 2.36 1.08 0.3770
H 1.10 0.93 1.77 0.3741
H -0.27 2.48 -0.54 0.4839
H 2.20 0.82 -1.49 0.4667
```

***

## b
C5H13NO3 | ωB97M-V/def2-TZVPD

- molar mass (g/mol) = 135.16
- gap between HOMO and LUMO (Ha) = 0.37414
- HOMO level (eV) = -9.4

```
22
Properties=species:S:1:pos:R:3:nbo_charge:R:1
C 1.27 0.16 -0.10 0.6312
C 2.21 -0.90 0.43 -0.6588
C 1.83 1.57 -0.10 -0.6838
O 0.63 -0.19 -1.19 -0.7730
O 0.02 0.23 1.15 -0.9038
H -0.36 0.51 -1.27 0.5044
H 0.31 0.83 1.84 0.4570
H 2.63 -0.61 1.40 0.2095
H 1.04 2.27 -0.37 0.2300
H 1.68 -1.84 0.53 0.2260
H 3.02 -1.04 -0.28 0.2199
H 2.24 1.85 0.87 0.2018
H 2.62 1.63 -0.85 0.2236
C -2.19 -1.51 -0.68 -0.4331
N -2.47 -0.42 0.23 -0.5710
C -1.87 0.78 0.12 0.6226
O -1.39 1.19 -0.99 -0.7071
H -2.73 -0.68 1.17 0.3965
H -2.15 1.50 0.89 0.1568
H -2.93 -2.29 -0.54 0.2050
H -2.26 -1.14 -1.70 0.2215
H -1.17 -1.89 -0.56 0.2250
```

***

Which structure is most stable, and how do the rest compare? From most to least stable: a, b.

***

## a
C5H13NO3 | ωB97M-V/def2-TZVPD

- molar mass (g/mol) = 135.16
- SMILES = CNC(=O)O.CCOC
- gap between HOMO and LUMO (Ha) = 0.36284
- HOMO level (eV) = -9.3

```
22
Properties=species:S:1:pos:R:3:nbo_charge:R:1
C -1.53 0.79 -1.41 -0.4234
N -1.60 1.04 0.01 -0.6914
C -1.58 0.04 0.97 0.9063
O -0.70 -0.11 1.80 -0.5831
O -2.87 -0.16 1.42 -0.7077
H -1.25 1.71 -1.94 0.1977
H -0.75 0.05 -1.56 0.2400
H -2.42 0.33 -1.83 0.1723
H -2.25 1.79 0.23 0.3931
H -2.83 -0.47 2.34 0.4908
C 2.00 1.30 -0.58 -0.6397
C 1.71 0.10 0.27 -0.0521
O 0.69 -0.97 -0.31 -0.6068
C 0.75 -2.27 0.22 -0.2435
H 2.80 1.87 -0.11 0.2224
H 1.16 1.98 -0.67 0.2167
H 2.34 1.00 -1.57 0.2134
H 1.45 0.34 1.31 0.2087
H 2.61 -0.52 0.38 0.1647
H 1.78 -2.64 0.30 0.1596
H 0.21 -2.93 -0.47 0.1860
H 0.30 -2.27 1.22 0.1762
```

***

## b
C5H13NO3 | ωB97M-V/def2-TZVPD

- molar mass (g/mol) = 135.16
- SMILES = CC(=O)N(C)C.COO
- gap between HOMO and LUMO (Ha) = 0.34841
- HOMO level (eV) = -8.8

```
22
Properties=species:S:1:pos:R:3:nbo_charge:R:1
C 0.75 -0.25 -2.14 -0.7175
C 0.85 -0.70 -0.70 0.7292
O 1.27 -1.80 -0.41 -0.6308
N 0.66 0.27 0.32 -0.4761
C 0.39 1.65 -0.05 -0.4198
C 1.48 0.13 1.52 -0.4134
H 0.73 -1.15 -2.76 0.2407
H -0.17 0.31 -2.33 0.2367
H 1.60 0.37 -2.41 0.2279
H -0.55 1.78 -0.57 0.2281
H 0.40 2.30 0.83 0.2071
H 1.12 2.03 -0.76 0.1781
H 0.91 0.52 2.36 0.1900
H 1.74 -0.92 1.66 0.2380
H 2.40 0.71 1.43 0.1828
C -1.43 -1.20 1.08 -0.2972
O -1.73 -0.55 -0.50 -0.3115
O -2.50 0.65 -0.33 -0.4615
H -1.44 -0.77 2.08 0.2052
H -2.37 -1.73 0.94 0.1857
H -0.68 -1.99 1.11 0.2202
H -3.42 0.35 -0.37 0.4582
```

***

Which structure is most stable, and how do the rest compare? From most to least stable: a, b.